1.
Below is a molecular structure, C45H31Cl5NOP2SSr, with properties calculated with ωB97M-V/def2-TZVPD.

Cartesian coordinates (Å):
Sr: 0.454 -0.523 0.186
O: 3.248 0.010 2.108
C: 3.147 0.410 3.430
C: 4.102 1.210 4.045
C: 3.926 1.586 5.366
C: 2.802 1.178 6.071
C: 1.829 0.426 5.437
C: 1.985 0.041 4.108
P: 0.664 -0.799 3.161
C: 0.566 -2.472 3.864
C: 1.614 -3.063 4.562
C: 1.520 -4.390 4.959
C: 0.382 -5.127 4.666
C: -0.675 -4.536 3.986
C: -0.580 -3.218 3.577
C: -0.785 0.068 3.868
C: -0.987 1.374 3.417
C: -2.038 2.135 3.900
C: -2.910 1.589 4.833
C: -2.709 0.297 5.294
C: -1.649 -0.464 4.819
C: 4.476 -0.334 1.565
C: 5.489 -0.926 2.306
C: 6.681 -1.261 1.689
C: 6.859 -1.019 0.336
C: 5.828 -0.469 -0.407
C: 4.622 -0.118 0.193
P: 3.140 0.453 -0.728
C: 3.472 -0.152 -2.413
C: 2.796 -1.315 -2.785
C: 3.018 -1.901 -4.021
C: 3.910 -1.316 -4.906
C: 4.578 -0.151 -4.552
C: 4.365 0.431 -3.312
C: 3.298 2.272 -0.775
C: 3.424 2.941 0.445
C: 3.371 4.324 0.499
C: 3.194 5.058 -0.666
C: 3.077 4.403 -1.882
C: 3.115 3.017 -1.939
H: 4.978 1.528 3.496
H: 4.676 2.200 5.845
H: 2.675 1.469 7.105
H: 0.930 0.138 5.967
H: 2.498 -2.485 4.804
H: 2.333 -4.850 5.505
H: 0.319 -6.167 4.958
H: -1.567 -5.108 3.764
H: -1.399 -2.755 3.038
H: -0.281 1.803 2.711
H: -2.179 3.151 3.552
H: -3.740 2.176 5.203
H: -3.380 -0.120 6.035
H: -1.495 -1.469 5.192
H: 5.340 -1.125 3.359
H: 7.470 -1.716 2.273
H: 7.792 -1.283 -0.144
H: 5.959 -0.327 -1.470
H: 2.095 -1.778 -2.096
H: 2.490 -2.807 -4.291
H: 4.084 -1.770 -5.873
H: 5.268 0.305 -5.250
H: 4.896 1.337 -3.047
H: 3.570 2.377 1.359
H: 3.467 4.830 1.451
H: 3.150 6.139 -0.625
H: 2.955 4.971 -2.796
H: 3.001 2.518 -2.893
Cl: 0.409 -3.735 0.383
C: -0.904 -3.342 -0.697
C: -1.059 -2.004 -1.027
C: -2.087 -1.752 -1.930
Cl: -2.300 -0.126 -2.510
C: -2.938 -2.736 -2.436
Cl: -4.207 -2.340 -3.528
C: -2.743 -4.061 -2.048
Cl: -3.765 -5.299 -2.654
C: -1.702 -4.374 -1.177
Cl: -1.418 -6.009 -0.716
S: -2.620 3.387 -0.423
C: -1.224 3.600 -1.388
C: -0.345 2.594 -1.159
N: -0.754 1.670 -0.230
C: -1.936 1.971 0.235
H: -1.128 4.434 -2.063
H: 0.608 2.475 -1.649
H: -2.468 1.374 0.962

Values from the calculation:
- E_tot (a.u.) = -5275.84623
- HOMO (hartree) = -0.3915
- total charge = +1
- LUMO energy (eV) = -2.0
- frontier orbital gap (Ha) = 0.316



2.
Below is a single C6H11N molecule, with properties calculated with ωB97M-V/def2-TZVPD.

Cartesian coordinates (Å):
C: 1.190 1.646 0.599
C: -0.024 1.004 1.222
C: -0.879 0.251 0.183
C: -0.312 -1.098 -0.256
C: -1.099 -1.722 -1.411
C: 1.151 -1.021 -0.616
N: 1.938 -0.112 -0.450
H: 2.513 0.687 -0.217
H: 0.949 2.432 -0.124
H: 1.913 2.015 1.335
H: 0.294 0.305 2.009
H: -0.669 1.739 1.730
H: -1.880 0.067 0.592
H: -1.013 0.890 -0.700
H: -0.350 -1.795 0.594
H: -2.150 -1.852 -1.132
H: -1.065 -1.079 -2.297
H: -0.689 -2.698 -1.687

Values from the calculation:
- E_tot (a.u.) = -289.80082
- HOMO (spin up / spin down) (hartree) = -0.2474 / -0.2587
- total charge = 0
- LUMO energy (spin up / spin down) (eV) = 1.0 / 0.9
- frontier orbital gap (spin up / spin down) (Ha) = 0.284 / 0.293



3.
Below is 2 unconnected molecules or ions with the total composition C9H14, with properties calculated with ωB97M-V/def2-TZVPD.

Cartesian coordinates (Å):
C: -0.909 1.935 1.488
C: 0.190 1.290 0.652
C: 0.585 2.041 -0.510
C: 1.429 1.508 -1.504
C: 1.895 0.252 -1.290
C: 1.684 -0.544 -0.093
C: 0.901 0.039 0.989
H: -0.352 2.696 2.192
H: -1.524 1.395 2.151
H: -1.702 2.641 0.887
H: 0.032 2.946 -0.665
H: 1.561 2.039 -2.510
H: 2.477 -0.232 -2.190
H: 2.199 -1.453 0.003
H: 0.585 -0.602 1.912
C: -1.966 -2.795 0.775
C: -2.220 -2.576 -0.802
H: -2.632 -2.185 1.496
H: -2.331 -3.761 1.213
H: -0.935 -2.829 1.047
H: -2.392 -1.543 -1.099
H: -3.181 -2.956 -1.301
H: -1.337 -3.057 -1.370

Values from the calculation:
- E_tot (a.u.) = -351.24242
- HOMO (hartree) = -0.3210
- total charge = 0
- LUMO energy (eV) = 1.0
- SMILES = Cc1ccccc1.CC
- frontier orbital gap (Ha) = 0.356



4.
Below is 2 unconnected molecules or ions with the total composition C5H9N5S, with properties calculated with ωB97M-V/def2-TZVPD.

Cartesian coordinates (Å):
C: 2.071 1.535 0.186
C: -0.241 -0.410 0.942
C: -2.099 -1.306 -1.410
C: 2.644 0.619 -0.482
C: -0.692 -1.724 -1.474
N: 1.803 2.595 0.691
N: -0.797 0.710 0.332
N: -0.972 1.586 1.271
N: -0.010 -0.108 2.211
N: -0.484 1.101 2.374
S: 0.014 -1.928 0.264
H: -2.545 -1.934 -0.670
H: -2.222 -0.299 -1.363
H: -2.713 -1.517 -2.415
H: 1.940 0.079 -1.115
H: 3.647 0.376 -0.289
H: -0.058 -0.929 -1.992
H: -0.310 -2.723 -1.871
H: 1.413 2.696 1.627
H: -0.390 1.582 3.182

Values from the calculation:
- E_tot (a.u.) = -867.59372
- HOMO (spin up / spin down) (hartree) = -0.1899 / -0.3212
- total charge = 0
- LUMO energy (spin up / spin down) (eV) = 0.4 / -3.0
- expectation value of S² = 2.0300
- 2S+1 = 3
- frontier orbital gap (spin up / spin down) (Ha) = 0.206 / 0.211